Record 1
Computed, not measured: a 9-piece molecular cluster, C39H92N4O9 overall at a distorted geometry, with ωB97M-V with the def2-TZVPD basis set.

Each line ends with the Löwdin charge.
CARTESIAN COORDINATES (ANGSTROEM)
C (-4.95, -2.43, 6.28)  -0.005
H (0.74, -3.98, 1.55)  0.067
H (-4.21, -1.64, 6.20)  0.040
H (0.23, -1.67, -7.16)  0.096
H (-2.57, 5.53, -2.03)  0.083
H (2.95, -2.85, 0.18)  0.014
H (0.50, -1.74, -3.65)  0.055
C (6.34, 2.78, -0.60)  -0.059
H (1.72, -0.69, -7.21)  0.081
H (1.81, -4.83, -2.51)  0.070
C (1.79, 1.73, -0.85)  -0.046
H (-0.81, 3.24, 0.51)  0.057
H (-0.88, 0.42, -1.21)  -0.002
H (-1.05, 6.92, 2.09)  0.121
H (4.36, -3.30, -1.01)  0.049
C (-5.44, -3.14, 4.89)  -0.413
H (1.91, -3.33, -8.54)  0.083
C (-2.46, 4.80, -1.22)  -0.032
H (-1.90, -1.12, 3.60)  0.074
H (-3.90, 3.30, 3.58)  0.083
H (4.72, 1.24, 0.98)  0.054
C (1.69, -3.64, -4.30)  -0.450
N (1.77, -3.72, -5.74)  -0.101
H (-0.56, -3.59, 0.40)  0.074
C (2.74, 3.54, 0.49)  -0.165
H (0.95, -5.33, -5.81)  0.075
C (-1.33, 6.03, 1.53)  -0.223
H (-3.25, 7.00, 1.24)  0.112
H (4.30, -1.28, -3.94)  0.107
H (0.24, -3.18, -2.66)  0.047
C (-2.61, -1.65, 4.24)  -0.045
H (0.98, -4.08, -0.20)  0.072
H (6.07, 3.52, -3.31)  0.085
C (0.51, -3.51, 0.60)  -0.052
H (1.79, -3.00, 3.85)  -0.019
C (1.20, -1.49, -6.69)  -0.038
C (-1.63, 4.90, 2.51)  -0.113
C (1.69, -4.95, -3.59)  -0.077
H (-2.17, -2.50, 1.60)  0.070
N (4.09, 2.60, -1.40)  -0.066
H (2.49, -5.64, -3.86)  0.098
H (-4.57, 6.57, -1.16)  0.078
H (4.94, 4.67, -2.94)  0.083
N (-4.25, -3.47, 4.01)  -0.117
C (4.85, 4.72, -0.36)  -0.128
H (1.10, -0.95, -5.75)  0.064
H (2.84, -2.69, -2.63)  0.099
C (0.43, -1.02, 1.26)  -0.015
H (6.69, 1.88, -1.09)  0.092
H (1.00, -0.10, 1.12)  0.047
C (1.11, -2.16, 0.43)  -0.461
C (-3.33, 5.18, 0.00)  -0.431
C (-3.44, -2.49, 3.29)  -0.479
O (-3.52, -4.63, 4.35)  -0.017
H (-0.60, 4.57, 2.65)  0.104
H (-1.92, -2.20, 4.87)  0.090
H (-2.08, 7.05, -0.02)  0.115
C (0.41, -2.82, -3.68)  -0.008
H (2.23, 3.42, 1.45)  0.117
H (-3.67, -0.50, 2.54)  0.090
H (-3.00, -0.95, 4.98)  0.077
H (-2.35, 2.80, 4.01)  0.082
H (-6.22, -0.39, 2.76)  0.111
H (1.92, 0.74, -1.28)  0.071
H (-3.76, 2.62, -0.01)  0.069
H (-3.37, 1.76, 2.99)  0.058
H (-7.11, -1.82, 4.63)  0.114
C (3.55, -1.95, -5.86)  -0.118
H (3.64, 0.20, 0.36)  0.064
O (0.30, -4.18, 3.75)  -0.046
H (-3.19, -3.87, 1.52)  0.105
H (3.86, -3.66, -3.77)  0.121
H (-5.81, -5.10, 5.65)  0.075
H (3.27, -2.14, -8.42)  0.081
C (-2.44, 3.63, 2.00)  -0.387
C (2.26, -2.53, -6.54)  -0.498
O (-4.34, 3.13, 0.57)  -0.012
H (3.85, -1.03, -6.36)  0.119
C (-1.47, 2.68, 1.17)  -0.034
H (0.55, -5.08, 3.56)  0.066
H (-0.49, 5.72, 0.91)  0.102
O (4.19, 1.58, -2.43)  -0.009
H (-0.80, 2.08, 1.77)  0.077
C (5.78, 4.16, -2.48)  -0.053
H (4.23, -2.80, -5.93)  0.114
C (-6.25, -2.14, 4.04)  -0.164
H (-5.27, 6.26, 0.43)  0.081
H (3.91, 2.05, -3.21)  0.093
H (0.98, 1.75, -0.13)  0.051
H (1.98, 3.99, -0.15)  0.106
H (-2.14, 2.00, 0.63)  0.063
H (6.49, 4.97, -2.30)  0.096
C (3.37, -1.67, -4.34)  -0.179
H (-2.59, 3.80, -1.63)  0.075
H (1.02, -1.89, -0.62)  0.116
C (-2.50, 6.39, 0.74)  -0.153
H (-2.03, 5.30, 3.44)  0.116
C (3.01, -2.99, -3.67)  -0.136
H (-6.96, -4.76, 4.35)  0.078
H (2.72, -3.03, 2.65)  -0.013
O (2.47, -2.29, 0.79)  -0.074
C (2.75, -2.98, -7.95)  -0.037
H (-5.42, -0.09, 4.10)  0.106
C (-5.56, -0.94, 3.43)  -0.182
O (2.71, -2.87, 3.60)  -0.070
H (0.70, -5.41, -3.59)  0.087
H (-5.34, 5.07, -0.83)  0.072
C (5.24, 3.50, -1.25)  -0.536
H (4.19, 5.42, -0.89)  0.118
H (-1.78, -0.70, -1.69)  0.034
C (-3.03, 2.78, 3.17)  -0.028
H (1.50, 2.30, -1.74)  0.086
C (-6.42, -4.32, 5.20)  -0.027
H (-1.39, 4.80, -0.98)  0.060
H (6.17, 2.31, 0.37)  0.067
O (0.79, -4.56, -6.36)  0.005
H (-4.27, -3.18, 6.69)  0.079
H (3.39, 5.34, 1.11)  0.107
C (-4.69, 5.83, -0.38)  -0.039
H (3.13, 1.14, 1.74)  0.087
C (-4.31, -1.37, 2.67)  -0.142
H (-3.57, -5.09, 3.50)  0.090
H (-4.60, -1.53, 1.63)  0.117
H (2.58, -0.93, -4.20)  0.096
H (-6.83, -2.58, 3.23)  0.116
H (3.51, -3.74, -7.79)  0.081
C (-2.64, -3.25, 2.23)  -0.015
C (3.94, 4.44, 0.83)  -0.177
O (-1.13, -0.07, -2.00)  -0.043
H (-7.23, -3.88, 5.77)  0.080
H (4.69, -4.14, 0.20)  0.071
H (4.38, 4.02, 1.73)  0.113
C (3.64, 1.21, 0.78)  -0.019
H (-0.57, -0.90, 0.86)  0.057
H (-0.58, -3.17, -3.99)  0.076
O (4.03, -4.01, -0.47)  -0.019
H (-5.76, -2.00, 6.86)  0.079
H (-0.55, -4.08, 3.32)  -0.009
H (-1.92, -3.86, 2.77)  0.051
C (3.15, 2.27, -0.27)  -0.434
N (-3.53, 4.12, 1.03)  -0.142
H (7.20, 3.44, -0.49)  0.090
H (0.40, -1.28, 2.32)  0.076
H (5.69, 5.31, 0.00)  0.123

Properties
F_max = 3.34 eV/A
Kohn-Sham gap = 8.0 eV
electronic energy = -2436.9630 a.u.
energy above the lowest of the compared OMol25 structures with the same formula, charge and spin = 5.440 eV
LUMO = 0.2 eV
SMILES string = CC1(C)CCCC(C)(C)N1O.CC1(C)CCCC(C)(C)N1O.CC1(C)CCCC(C)(C)N1O.CC1(C)CCCC(C)(C)N1O.CC(C)O.O.O.O.O
HOMO level = -7.8 eV

***

Record 2
Computed, not measured: a 7-piece molecular cluster, C39H92O21S overall at a distorted geometry, with ωB97M-V with the def2-TZVPD basis set.

Each line ends with the Löwdin charge.
CARTESIAN COORDINATES (ANGSTROEM)
H (-27.49, 20.85, -16.66)  0.091
H (-24.13, 23.25, -18.86)  0.078
H (-20.14, 11.80, -24.68)  0.103
H (-13.15, 23.84, -18.98)  0.114
H (-18.26, 19.67, -20.97)  0.066
H (-21.73, 11.30, -27.79)  0.088
C (-10.58, 15.99, -26.87)  -0.202
H (-25.08, 30.05, -28.79)  0.117
C (-21.38, 13.20, -22.65)  -0.134
O (-14.63, 17.20, -11.36)  -0.199
H (-14.54, 17.54, -25.55)  0.117
O (-19.32, 12.35, -21.80)  -0.208
O (-24.30, 22.01, -15.15)  -0.175
H (-13.59, 16.93, -24.28)  0.121
H (-25.22, 21.51, -13.23)  0.117
H (-17.70, 19.46, -14.67)  0.091
H (-18.25, 15.33, -15.03)  0.118
H (-25.98, 31.86, -27.56)  0.079
C (-18.85, 18.99, -20.35)  -0.083
H (-24.23, 19.15, -14.85)  0.111
H (-21.09, 10.55, -22.52)  0.112
H (-23.56, 25.21, -15.90)  0.119
O (-25.90, 19.94, -15.81)  -0.192
C (-27.00, 31.51, -27.73)  -0.099
H (-14.67, 15.19, -10.84)  0.112
C (-20.55, 12.80, -21.40)  -0.245
H (-10.12, 16.97, -26.95)  0.124
H (-16.81, 25.63, -20.67)  0.120
H (-17.32, 15.00, -10.62)  0.120
C (-16.82, 15.83, -11.10)  -0.147
C (-9.76, 12.63, -26.02)  -0.114
C (-24.57, 21.14, -14.02)  -0.167
H (-18.76, 19.05, -19.26)  0.063
H (-18.63, 12.51, -19.80)  0.084
H (-10.92, 23.92, -19.52)  0.079
C (-24.06, 23.38, -14.82)  -0.183
S (-20.64, 19.46, -20.65)  0.687
H (-9.91, 12.79, -24.95)  0.085
H (-18.76, 17.95, -20.69)  0.061
C (-27.10, 20.67, -15.66)  -0.113
H (-24.36, 24.46, -27.66)  0.123
H (-23.24, 23.51, -14.12)  0.120
O (-10.12, 13.75, -26.78)  -0.185
C (-13.82, 16.76, -25.33)  -0.173
H (-21.05, 12.01, -20.83)  0.123
H (-20.90, 9.75, -27.25)  0.086
H (-18.13, 24.92, -22.48)  0.119
C (-11.14, 24.05, -20.58)  -0.114
H (-18.65, 10.90, -20.60)  0.086
H (-24.62, 22.25, -17.61)  0.073
C (-18.57, 16.19, -14.44)  -0.148
H (-24.11, 26.08, -26.92)  0.119
C (-21.64, 10.94, -23.36)  -0.185
H (-25.35, 28.14, -30.53)  0.118
H (-14.98, 14.92, -23.63)  0.084
O (-12.43, 23.58, -20.89)  -0.179
H (-9.25, 15.11, -25.44)  0.122
H (-18.93, 14.85, -12.71)  0.121
H (-22.50, 10.33, -23.65)  0.125
O (-17.91, 17.39, -14.95)  -0.191
H (-10.45, 11.79, -26.16)  0.085
O (-15.01, 25.18, -21.45)  -0.163
C (-21.07, 10.82, -27.08)  -0.111
H (-23.56, 19.64, -20.92)  0.052
H (-10.37, 23.54, -21.17)  0.089
C (-9.50, 15.00, -26.50)  -0.202
C (-14.15, 25.33, -20.26)  -0.130
C (-23.74, 24.16, -16.13)  -0.183
O (-20.84, 20.78, -19.99)  -0.327
H (-14.70, 25.77, -19.44)  0.119
O (-14.39, 15.46, -25.59)  -0.183
H (-8.75, 12.33, -26.27)  0.086
C (-13.36, 17.60, -10.79)  -0.081
H (-24.68, 19.33, -19.77)  0.068
O (-27.10, 30.20, -28.34)  -0.172
H (-17.40, 12.12, -21.06)  0.086
C (-12.64, 16.84, -26.32)  -0.198
O (-17.11, 15.65, -12.49)  -0.166
H (-20.78, 13.60, -23.46)  0.120
C (-24.87, 23.21, -18.06)  -0.093
H (-27.57, 32.29, -28.23)  0.079
H (-13.01, 16.77, -27.34)  0.125
C (-18.48, 15.83, -12.91)  -0.176
H (-16.68, 25.40, -23.28)  0.129
H (-22.77, 23.81, -16.49)  0.123
O (-20.98, 19.17, -22.03)  -0.302
O (-11.72, 15.79, -26.00)  -0.101
H (-20.52, 13.67, -20.73)  0.118
H (-12.97, 18.31, -11.51)  0.086
H (-10.81, 15.69, -27.89)  0.128
O (-24.85, 24.21, -17.03)  -0.180
H (-19.00, 16.60, -12.35)  0.107
C (-17.08, 24.66, -22.59)  -0.204
C (-24.80, 25.45, -27.48)  -0.181
O (-21.68, 11.06, -25.82)  -0.186
O (-22.30, 12.16, -23.11)  -0.138
C (-13.50, 23.96, -20.01)  -0.184
C (-25.08, 19.78, -14.60)  -0.144
H (-20.13, 11.36, -27.18)  0.081
H (-15.84, 14.14, -24.98)  0.085
O (-25.56, 27.60, -28.47)  -0.129
H (-17.82, 23.76, -24.92)  0.084
H (-16.20, 15.76, -24.60)  0.080
H (-23.57, 20.96, -13.61)  0.115
C (-17.91, 23.05, -24.10)  -0.121
C (-25.94, 28.33, -29.63)  -0.185
H (-23.00, 17.72, -18.51)  0.108
O (-21.34, 18.20, -19.78)  -0.291
C (-18.31, 18.61, -14.37)  -0.119
H (-27.37, 31.48, -26.71)  0.080
H (-12.16, 17.82, -26.34)  0.116
C (-23.82, 18.84, -20.23)  -0.055
H (-24.98, 23.79, -14.41)  0.123
H (-24.71, 26.20, -29.57)  0.114
H (-26.25, 25.67, -29.04)  0.125
H (-19.62, 16.32, -14.70)  0.111
H (-19.38, 18.81, -14.36)  0.085
H (-26.88, 21.64, -15.21)  0.076
H (-8.57, 15.16, -27.03)  0.122
H (-25.85, 23.28, -18.52)  0.089
H (-11.08, 25.13, -20.73)  0.079
H (-22.52, 19.36, -18.50)  0.094
C (-18.43, 11.96, -20.72)  -0.058
H (-18.93, 23.14, -23.74)  0.086
H (-24.03, 17.98, -20.88)  0.072
H (-27.89, 20.27, -15.03)  0.082
C (-22.64, 18.51, -19.17)  -0.214
H (-26.90, 27.98, -30.02)  0.120
C (-15.28, 16.09, -10.74)  -0.184
H (-16.40, 23.91, -20.66)  0.121
H (-22.11, 13.97, -22.38)  0.119
C (-25.37, 26.21, -28.70)  -0.186
H (-26.50, 24.84, -24.75)  0.087
H (-25.58, 19.22, -13.80)  0.112
H (-26.12, 30.38, -30.19)  0.117
C (-26.05, 29.84, -29.25)  -0.186
H (-20.00, 10.19, -24.74)  0.120
O (-25.92, 25.25, -26.63)  -0.211
H (-13.55, 18.21, -9.90)  0.081
H (-14.28, 23.20, -20.04)  0.119
C (-25.63, 24.63, -25.37)  -0.090
H (-24.74, 25.08, -24.93)  0.081
H (-17.35, 16.75, -10.84)  0.110
O (-17.00, 23.35, -23.08)  -0.174
H (-17.74, 22.06, -24.54)  0.090
H (-15.24, 16.19, -9.66)  0.109
H (-18.05, 18.48, -13.32)  0.072
H (-13.45, 26.11, -20.55)  0.119
C (-15.36, 15.06, -24.64)  -0.120
H (-25.48, 23.55, -25.44)  0.081
C (-16.36, 24.83, -21.25)  -0.196
H (-12.72, 16.73, -10.61)  0.086
C (-20.80, 10.93, -24.70)  -0.185

Properties
F_max = 3.50 eV/A
Kohn-Sham gap = 9.5 eV
electronic energy = -3518.8049 a.u.
energy above the lowest of the compared OMol25 structures with the same formula, charge and spin = 0.000 eV
LUMO = 0.2 eV
SMILES string = CCOS(C)(=O)=O.COCCOCCOC.COCCOCCOC.COCCOCCOC.COCCOCCOC.COCCOCCOC.COCCOCCOC
HOMO level = -9.3 eV

***

Record 3
Computed, not measured: C39H93B3ClO4P as an isolated structure, with ωB97M-V with the def2-TZVPD basis set.

Each line ends with the Löwdin charge.
CARTESIAN COORDINATES (ANGSTROEM)
C (1.91, 1.45, -3.90)  -0.091
H (-6.82, 2.93, 7.02)  0.075
H (-2.86, -2.00, -10.10)  0.097
C (0.56, 1.99, 2.08)  -0.274
C (2.77, 1.18, -2.64)  -0.091
C (-2.99, -9.21, -4.73)  -0.271
H (-1.03, -3.71, -7.22)  0.104
H (-3.57, -2.19, -7.96)  0.101
H (4.50, -0.26, 6.96)  0.067
H (4.44, 1.56, 10.29)  0.104
H (-1.38, -8.92, -6.13)  0.109
C (-1.17, 4.90, 3.66)  -0.105
H (4.97, 0.20, 1.52)  0.099
C (-1.77, -6.60, -3.54)  -0.271
C (-3.30, -4.04, -10.62)  -0.112
H (-1.07, -1.24, -6.47)  0.053
H (6.94, 2.81, 1.72)  0.103
C (4.95, 1.90, 9.39)  -0.271
H (-5.13, 5.58, 4.34)  0.102
H (-5.17, 3.08, 4.45)  0.100
H (-8.44, 4.50, 5.90)  0.104
O (-0.08, -3.26, -1.93)  -0.360
H (-2.78, 2.92, 2.54)  0.098
O (-0.39, 0.89, -2.93)  0.286
H (-3.43, -5.95, -4.80)  0.067
H (-3.10, -2.70, -6.36)  0.101
H (4.66, 3.99, 9.89)  0.068
C (5.47, 3.32, 9.62)  -0.112
H (-5.50, 6.70, 2.15)  0.070
O (-1.62, -1.02, -3.65)  0.259
H (-3.08, -4.88, -3.45)  0.073
H (-7.12, 5.53, 5.41)  0.097
H (-1.71, -9.85, -3.09)  0.064
C (-1.93, -1.07, -7.13)  -0.088
H (-1.97, 2.81, 1.00)  0.095
C (6.05, 0.89, 9.04)  -0.230
C (-1.86, -3.50, -7.91)  -0.229
H (-1.55, -0.67, -8.07)  0.074
H (-2.46, -4.42, -7.93)  0.100
H (1.67, 2.51, -3.93)  0.109
H (-1.30, 0.98, 2.47)  0.110
H (-5.48, 3.98, 6.55)  0.063
H (-3.89, -4.27, -9.73)  0.064
H (-0.40, -8.19, -4.01)  0.101
H (-3.42, -0.05, -1.83)  0.077
H (0.07, 2.48, 0.01)  0.073
H (-2.38, -7.20, -2.86)  0.100
H (-3.54, 1.20, -3.06)  0.079
H (-2.54, -7.62, -6.11)  0.098
C (-5.22, 4.97, 3.43)  -0.267
H (-0.40, -6.90, -5.17)  0.108
C (-0.86, 1.97, 2.64)  -0.218
H (-0.70, -4.11, -9.61)  0.110
C (-2.31, -2.91, -10.37)  -0.270
H (-4.01, -3.78, -11.41)  0.068
H (1.15, 1.24, 2.60)  0.101
B (-0.36, -1.43, -4.00)  -0.748
B (0.62, 0.60, -3.84)  -0.567
O (0.44, -0.52, -4.64)  0.226
C (5.19, 0.02, 6.16)  -0.103
C (-7.38, 4.49, 5.61)  -0.270
H (6.58, 1.58, 5.66)  0.092
C (-1.06, -7.51, -4.55)  -0.226
H (-0.37, 4.60, 1.68)  0.099
H (-2.01, -4.90, -4.86)  0.038
C (-1.28, -3.23, -9.29)  -0.227
H (-6.70, 4.57, 7.67)  0.068
H (5.61, -0.10, 8.98)  0.100
H (-0.56, -2.41, -9.23)  0.102
H (0.17, 0.75, 0.34)  0.079
H (1.64, 1.73, 0.22)  0.048
H (-0.81, 2.08, 3.73)  0.103
H (7.04, -0.93, 0.70)  0.069
C (5.29, 2.10, 0.54)  -0.229
C (-2.88, 0.76, -2.32)  0.053
C (5.85, 2.90, 1.71)  -0.220
C (-5.99, 5.75, 2.37)  -0.104
H (1.03, 2.95, 2.30)  0.090
H (-0.86, 5.95, 3.73)  0.071
H (5.64, 3.96, 1.54)  0.111
H (-3.65, -8.60, -4.11)  0.097
C (3.79, 2.70, 3.20)  -0.104
C (-5.83, 3.61, 3.76)  -0.231
Cl (2.30, -2.83, -3.51)  0.273
H (-3.63, -9.68, -5.48)  0.103
C (-1.80, 3.02, 2.06)  -0.223
H (3.45, 2.43, 4.20)  0.070
C (-2.33, -10.29, -3.88)  -0.113
H (-7.01, 5.98, 2.70)  0.065
C (0.61, 1.73, 0.58)  -0.093
H (4.61, 0.14, 5.25)  0.056
H (-3.08, -10.92, -3.40)  0.068
C (5.48, 0.59, 0.63)  -0.266
H (6.76, 0.85, 9.87)  0.109
H (2.70, 2.01, -1.93)  0.062
H (5.55, 1.46, 3.29)  0.088
H (5.80, 3.09, 3.84)  0.100
H (7.47, 0.51, -0.24)  0.075
B (-1.59, 0.20, -2.98)  -0.557
H (0.56, -2.78, -1.40)  0.039
C (-7.24, 3.66, 4.34)  -0.229
C (-2.62, -5.53, -4.20)  -0.121
H (4.19, 1.91, 8.60)  0.097
H (-5.84, 3.01, 2.85)  0.110
C (-2.70, -2.37, -7.33)  -0.252
C (6.95, 0.16, 0.66)  -0.108
H (-7.93, 4.05, 3.58)  0.101
P (0.28, -3.21, -3.53)  0.624
H (7.38, 2.13, 7.87)  0.101
H (4.22, 2.31, 0.43)  0.087
H (7.47, 0.56, 1.53)  0.065
C (-1.32, 4.47, 2.21)  -0.267
H (5.75, 2.46, -0.39)  0.111
H (-7.57, 2.64, 4.54)  0.109
H (3.82, 1.12, -2.92)  0.073
H (5.89, -0.80, 6.01)  0.078
H (-2.12, 4.80, 4.19)  0.062
H (2.51, 0.25, -2.13)  0.063
H (-2.56, -0.31, -6.67)  0.080
H (-6.05, 5.18, 1.44)  0.076
H (5.22, 2.13, 6.61)  0.098
C (-1.99, -8.31, -5.46)  -0.230
H (-1.69, -10.92, -4.49)  0.074
H (-1.01, -6.12, -2.92)  0.085
H (-4.19, 4.81, 3.08)  0.073
C (6.81, 1.20, 7.75)  -0.227
H (-0.42, 4.31, 4.19)  0.066
C (-6.55, 3.96, 6.78)  -0.111
H (3.24, 2.09, 2.49)  0.042
H (6.21, 3.33, 10.43)  0.074
H (3.52, 3.74, 3.03)  0.082
H (-2.64, 1.53, -1.58)  0.061
H (-1.79, -2.68, -11.30)  0.103
H (-2.04, 5.12, 1.71)  0.100
H (7.56, 0.41, 7.60)  0.110
C (5.30, 2.50, 3.07)  -0.270
C (5.94, 1.31, 6.50)  -0.274
H (-2.78, -4.95, -10.92)  0.075
H (5.95, 3.72, 8.73)  0.064
H (2.48, 1.20, -4.80)  0.106
H (4.99, 0.12, -0.23)  0.097

Properties
F_max = 0.92 eV/A
Kohn-Sham gap = 9.2 eV
electronic energy = -2719.1703 a.u.
LUMO = 0.1 eV
HOMO level = -9.0 eV